[1]
Here is a gas-phase ion, C5H8N (charge +1) in a non-equilibrium geometry from OMol25. Energies are from ωB97M-V/def2-TZVPD.

charge = +1
orbital gap = 0.368 Eh
largest force on an atom = 0.07190 Eh/bohr
structure (SMILES) = CC[N@@+]12C=C1C2
lowest unoccupied orbital energy = -5.402 eV
HOMO = -15.42 eV

Last columns: bonded neighbours and bond lengths (Å).
CARTESIAN COORDINATES (ANGSTROEM)
1 C 1.119 0.208 1.288  C2 1.512, H7 1.079, H8 1.087, H9 1.118
2 C -0.357 0.209 0.960  C1 1.512, N3 1.584, H10 1.174, H11 1.053
3 N -0.469 -0.425 -0.487  C2 1.584, C4 1.468, C5 1.700, C6 1.488
4 C -1.693 -0.658 -1.264  N3 1.468, C5 1.331, H12 1.050
5 C -1.049 0.316 -1.903  N3 1.700, C4 1.331, C6 1.497
6 C 0.395 0.080 -1.587  N3 1.488, C5 1.497, H13 1.029, H14 1.095
7 H 1.795 -0.233 0.572  C1 1.079
8 H 1.395 1.212 1.604  C1 1.087
9 H 1.228 -0.361 2.243  C1 1.118
10 H -0.903 1.227 1.164  C2 1.174
11 H -0.738 -0.643 1.449  C2 1.053
12 H -2.529 -1.086 -0.793  C4 1.050
13 H 0.789 -0.644 -2.205  C6 1.029
14 H 1.016 0.798 -1.042  C6 1.095

Mulliken population analysis, charges in e, atoms 1 to 8: number 1, C, carries -1.206; number 2, C, carries -0.176; number 3, N, carries 0.006; number 4, C, carries 0.034; number 5, C, carries -0.376; number 6, C, carries -0.135; number 7, H, carries 0.479; number 8, H, carries 0.318

***

[2]
Here is a gas-phase ion, C5H8N (charge +1) in a non-equilibrium geometry from OMol25. Energies are from ωB97M-V/def2-TZVPD.

charge = +1
orbital gap (alpha / beta) = 0.301 / 0.295 Eh
largest force on an atom = 0.05989 Eh/bohr
lowest unoccupied orbital energy (alpha / beta) = -4.497 / -4.401 eV
HOMO (alpha / beta) = -12.70 / -12.44 eV

Last columns: bonded neighbours and bond lengths (Å).
CARTESIAN COORDINATES (ANGSTROEM)
1 C 0.838 1.465 0.938  C2 1.336, C4 1.428, H7 1.070
2 C 1.625 0.437 0.612  C1 1.336, C3 1.525
3 C 1.018 -0.805 -0.032  C2 1.525, C5 1.534, H8 1.161, H9 1.062
4 C -0.026 1.380 -0.196  C1 1.428, C5 1.648, H10 1.128
5 C -0.256 -0.194 -0.630  C3 1.534, C4 1.648, N6 1.493, H11 1.057
6 N -1.462 -0.801 0.008  C5 1.493, H12 1.020, H13 1.092, H14 1.015
7 H 0.981 2.297 1.594  C1 1.070
8 H 1.823 -1.272 -0.726  C3 1.161
9 H 0.782 -1.385 0.826  C3 1.062
10 H 0.086 2.059 -1.090  C4 1.128
11 H -0.338 -0.246 -1.683  C5 1.057
12 H -1.432 -1.810 -0.137  N6 1.020
13 H -2.338 -0.384 -0.493  N6 1.092
14 H -1.301 -0.740 1.008  N6 1.015

Mulliken population analysis, charges in e, atoms 1 to 8: number 1, C, carries -0.259; number 2, C, carries -0.143; number 3, C, carries -0.619; number 4, C, carries -0.486; number 5, C, carries -0.061; number 6, N, carries -0.370; number 7, H, carries 0.394; number 8, H, carries 0.276

***

Electronic energy, respectively: -249.5963; -249.6285 a.u..
Relative energy (zero: lowest compared OMol25 entry of this formula, charge and spin), respectively: 143.6; 123.4 kcal per mole.
Molecular weight, respectively: 82.1; 82.1 g/mol.